The following is a DFT calculation (ωB97M-V/def2-TZVPD) of one molecule with the formula C5H7N at a distorted geometry.

Calculated values
SMILES string	C#C[C@@H]1C[C@@H]1N
total charge	0
HOMO	-8.90	eV
F_max	3.133	eV/Å
ΔE to the lowest compared entry with this formula, charge and spin	314.00	kJ/mol

Structure (XYZ):
```
13
Properties=species:S:1:pos:R:3:nbo_charge:R:1
N 1.06364 1.41212 0.11680 -0.858
C -1.38157 -0.19284 -0.19899 0.002
C 1.18963 0.04104 -0.32825 -0.041
C -0.07802 -0.78362 -0.43458 -0.329
C 0.98430 -1.01905 0.61638 -0.398
C -2.43134 0.26734 0.18349 -0.266
H -3.29879 0.88314 0.45419 0.246
H 1.60486 -1.92140 0.54142 0.218
H 1.98166 -0.29940 -1.01303 0.188
H 0.23094 1.90258 -0.27407 0.390
H 0.52183 -0.79544 1.58630 0.235
H -0.10353 -1.39033 -1.34397 0.237
H 1.91951 1.85876 0.20324 0.375
```

=====

The following is a DFT calculation (ωB97M-V/def2-TZVPD) of one molecule with the formula C4H3NO3 at a distorted geometry.

Calculated values
SMILES string	N#CCC(=O)C(=O)O
total charge	0
HOMO	-10.76	eV
F_max	6.011	eV/Å
ΔE to the lowest compared entry with this formula, charge and spin	240.07	kJ/mol

Structure (XYZ):
```
11
Properties=species:S:1:pos:R:3:nbo_charge:R:1
O -1.85970 -0.25906 -0.97680 -0.682
O -0.67870 1.68718 -0.07475 -0.480
O -0.94829 -1.54707 0.82649 -0.506
N 2.61711 -0.68060 -0.88317 -0.287
C 1.92634 -0.06331 -0.22925 0.268
C -0.34896 0.66094 0.33280 0.475
C -1.08549 -0.55486 0.09802 0.697
C 1.05970 0.58405 0.86338 -0.588
H -1.94504 0.58538 -1.42465 0.542
H 0.84644 -0.19111 1.69860 0.283
H 1.36288 1.56064 1.31906 0.279
```

=====

The following is a DFT calculation (ωB97M-V/def2-TZVPD) of a 3-piece molecular cluster, C10H24NO6 overall at a distorted geometry.

Calculated values
total charge	-1
HOMO	-1.67	eV
F_max	1.160	eV/Å

Structure (XYZ):
```
41
Properties=species:S:1:pos:R:3:nbo_charge:R:1
O 1.68495 0.92785 -0.66657 -0.565
O -0.02008 -3.04091 -2.39855 -0.558
O -3.83014 1.76899 3.95395 -0.641
O -4.29960 -0.21920 3.01409 -0.748
O 3.14822 3.39929 -0.00599 -0.553
O -1.55853 -1.75023 -0.19726 -0.546
N -1.12892 0.35974 3.51215 -1.084
C 1.28079 1.87142 0.32152 -0.102
C -2.36011 -2.88971 0.01888 -0.248
C 2.80280 0.15608 -0.27841 -0.256
C 0.42724 -1.97339 -1.56546 -0.092
C 3.73651 3.36458 -1.28728 -0.250
C -1.02524 -2.64607 -3.30591 -0.249
C -3.46339 0.87814 3.21772 0.782
C -2.13917 0.76735 2.53602 -0.349
C 1.73061 3.26694 -0.03416 -0.089
C -0.16988 -2.00950 -0.18299 -0.095
H -1.41697 -3.54820 -3.77495 0.179
H -5.18232 0.13580 2.93441 0.470
H 0.28972 -1.21145 0.40715 0.208
H 1.51254 -2.06161 -1.48092 0.176
H 1.32149 3.96691 0.69937 0.191
H 4.81536 3.29996 -1.15084 0.182
H 3.11328 -0.43253 -1.14010 0.178
H -1.89878 1.74717 2.13619 0.165
H 1.66161 1.58612 1.30445 0.198
H 3.50734 4.27930 -1.84783 0.158
H -1.43112 -0.56015 3.83236 0.271
H 2.52134 -0.52314 0.53366 0.176
H 1.34574 3.54391 -1.02083 0.164
H 0.04456 -2.96149 0.31298 0.167
H 3.39911 2.49807 -1.86238 0.178
H -1.84208 -2.12561 -2.79927 0.182
H -3.39469 -2.59544 -0.14913 0.188
H -2.26215 -3.23943 1.05215 0.176
H 3.63616 0.78449 0.04793 0.175
H 0.18941 1.84850 0.37316 0.207
H -2.23244 0.04339 1.72085 0.153
H -0.61321 -1.99437 -4.08640 0.157
H -2.10175 -3.70330 -0.66794 0.159
H 0.20180 -1.00825 -2.02583 0.184
```

=====

The following is a DFT calculation (ωB97M-V/def2-TZVPD) of an isolated ion of composition C7H13O and charge -1 at a distorted geometry.

Calculated values
SMILES string	C=C(C)CCCC[O-]
total charge	-1
HOMO	-2.16	eV
F_max	1.897	eV/Å
ΔE to the lowest compared entry with this formula, charge and spin	51.41	kJ/mol

Structure (XYZ):
```
21
Properties=species:S:1:pos:R:3:nbo_charge:R:1
O -0.79019 3.55652 -1.66844 -0.935
C 0.07791 1.47534 -0.63308 -0.496
C -0.56478 0.14389 -1.02280 -0.401
C -1.00049 2.74130 -0.65916 0.032
C -0.80063 -0.72800 0.22724 -0.427
C 1.25740 -2.20426 -0.03505 -0.655
C 0.79343 -1.07209 2.10532 -0.436
C 0.44702 -1.29637 0.84432 0.057
H -1.99180 2.21806 -0.68414 0.049
H -1.38254 -0.20350 0.98613 0.206
H 0.61663 -2.79012 -0.69806 0.205
H -1.37305 -1.59927 -0.11366 0.187
H 0.06284 -0.49389 -1.65471 0.173
H 0.60050 1.39193 0.33204 0.163
H -1.52428 0.40229 -1.47893 0.209
H 1.83739 -2.93175 0.53956 0.205
H 1.86350 -1.64299 -0.75179 0.225
H -0.79459 3.17471 0.35664 0.052
H 0.79567 1.91260 -1.32326 0.219
H 0.20543 -0.48383 2.79807 0.194
H 1.66463 -1.57057 2.53376 0.175
```

=====

The following is a DFT calculation (ωB97M-V/def2-TZVPD) of C28H42N4OPtSbSi2 as an isolated structure at a distorted geometry.

Calculated values
total charge	+1
HOMO	-9.48	eV
F_max	3.206	eV/Å
ΔE to the lowest compared entry with this formula, charge and spin	102.95	kJ/mol

Structure (XYZ):
```
79
Properties=species:S:1:pos:R:3:mulliken_charge:R:1
Pt -0.65962 -0.96750 0.49256 0.708
Sb 1.72514 2.20576 -0.74748 -0.061
Si -1.81397 -2.89476 -0.26918 0.179
Si -1.99464 0.57770 -0.70356 0.780
O 0.81966 0.38381 1.40640 -0.645
N 2.83411 -2.30671 -0.97888 0.004
N -1.77926 -0.86125 2.15489 0.290
N -2.33462 -0.83836 4.24927 0.009
N 0.97644 -1.21017 -0.71353 1.546
C -3.51428 -0.93222 3.54077 -0.867
C -3.26213 -2.01551 -1.10406 0.670
C -3.16144 -0.94844 2.23456 -0.817
C 1.46235 4.18605 -1.61896 -0.776
C -5.42980 -2.24257 -2.18352 -0.808
C -2.80077 1.85425 0.37128 -1.227
C -1.09995 -3.99866 -1.60022 -1.377
C -1.35715 1.39006 -2.24718 -0.880
C -3.32547 -0.63069 -1.27506 0.370
C 2.57857 -1.19079 1.22161 0.118
C 4.15422 -1.40688 3.04501 -1.010
C 2.88839 3.31808 1.87301 -1.047
C 2.19646 -0.01854 3.30062 -0.179
C 1.80432 -0.27121 1.96880 0.458
C 0.75722 5.19162 -0.71154 -0.978
C 0.98267 -1.77141 -1.98222 -0.446
C -5.49119 -0.86444 -2.35323 -0.814
C 3.34551 -0.57265 3.82398 -0.800
C -4.44759 -0.07200 -1.90725 -0.819
C 3.36159 2.64689 0.58278 -0.753
C 2.13166 -2.45054 -2.15934 -1.452
C 3.75328 -1.72333 1.76752 -1.092
C -4.32403 -2.80726 -1.56957 -0.570
C 2.13232 -1.54983 -0.11952 0.809
C 4.32088 2.01651 -2.50162 -1.310
C -2.59558 -3.99308 1.03279 -1.313
C -1.31481 -0.79685 3.38621 -0.520
C 2.86370 1.55728 -2.48700 -0.401
H 1.59550 0.67367 3.87936 0.483
H 4.39683 3.10313 -2.43911 0.257
H -6.24197 -2.87120 -2.52641 0.425
H 0.17116 -1.61534 -2.66889 0.595
H -4.47619 -0.97068 4.01928 0.428
H 4.36725 -2.40505 1.18842 0.334
H 4.06190 3.28476 0.04257 0.556
H -3.77986 -1.02034 1.35596 0.765
H 4.81425 1.71474 -3.42910 0.410
H -2.07220 2.58292 0.73636 0.315
H 0.89919 4.02041 -2.54048 0.431
H 4.88621 1.58816 -1.67284 0.293
H 2.53340 4.33143 1.68822 0.312
H -2.24852 -0.82067 5.25198 0.229
H 2.07525 2.75523 2.33670 0.128
H 2.46479 4.52941 -1.88592 0.474
H -2.19052 1.46088 -2.95177 0.648
H 5.08205 -1.79485 3.44034 0.429
H 2.51560 -3.00162 -2.99910 0.511
H 0.64925 6.15732 -1.21060 0.374
H -4.28798 -3.88623 -1.45249 0.307
H 3.85761 1.69867 0.80521 0.382
H -0.24484 4.84873 -0.43964 0.178
H 3.63024 -0.35173 4.84512 0.446
H -3.29991 1.42520 1.23882 0.356
H -0.27632 -0.71541 3.66623 0.520
H -1.02186 -3.48017 -2.55297 0.381
H -0.11201 -4.39487 -1.35255 0.408
H 3.73967 -2.70119 -0.79079 0.166
H -1.89421 -4.30258 1.81354 0.406
H 1.31467 5.36509 0.20834 0.213
H 3.70387 3.38406 2.59681 0.350
H -3.54413 2.38065 -0.23211 0.472
H -4.50730 1.00309 -2.05088 0.325
H 2.79952 0.46900 -2.56083 0.186
H -6.34865 -0.41161 -2.83444 0.418
H 2.31635 1.98282 -3.33194 0.459
H -2.96935 -4.89923 0.55381 0.443
H -1.77378 -4.84909 -1.72753 0.520
H -3.42851 -3.48831 1.52032 0.383
H -0.99009 2.39303 -2.02872 0.116
H -0.54855 0.83538 -2.72744 0.190
```

=====

The following is a DFT calculation (ωB97M-V/def2-TZVPD) of C20H21ClF6N2O3PdS as an isolated structure.

Calculated values
total charge	-2
HOMO (spin up / spin down)	-0.01 / -0.02	eV
F_max	0.541	eV/Å
ΔE to the lowest compared entry with this formula, charge and spin	0.00	kJ/mol

Structure (XYZ):
```
55
Properties=species:S:1:pos:R:3:nbo_charge:R:1
Pd 1.57626 -0.21909 0.95140 0.049
Cl -1.84791 -4.51133 6.00786 -0.097
S 3.78662 -0.82811 0.49058 -0.159
F -1.19596 -1.63909 -2.92894 -0.358
F -2.31378 0.02649 -3.71160 -0.362
F -1.69044 2.36245 -2.69815 -0.380
F -2.16197 -0.26265 -1.57045 -0.332
F 0.88337 2.73018 -0.42996 -0.364
F 0.42557 2.82345 -2.80611 -0.354
O -0.88142 -0.38276 1.32564 -0.609
O 0.71216 -0.11300 -1.79764 -0.909
O 1.07492 -0.15341 3.37429 -0.676
N 4.63776 -2.44170 -1.49527 -0.481
N 2.32753 -2.13615 -1.21914 -0.529
C -0.12080 0.48590 -2.64856 0.159
C 3.05528 -3.24219 -3.12574 -0.419
C -1.41691 3.03276 0.04071 -0.081
C -0.45795 1.96476 -2.20071 0.647
C -0.99655 -3.20687 5.18986 -0.174
C 4.34820 -3.08785 -2.59581 0.096
C 0.79718 -1.60162 5.20743 -0.295
C -1.39490 -2.77156 3.95877 -0.109
C 2.03395 -2.72887 -2.36864 0.148
C -0.96223 3.12507 1.50519 -0.608
C 0.42656 -1.07856 3.90709 0.439
C 3.60849 -1.87111 -0.80409 0.203
C 0.11392 -2.61033 5.81914 -0.222
C -1.45589 -0.32210 -2.70961 0.939
C -2.78855 2.35062 0.02654 -0.613
C -0.37108 2.16413 -0.67356 0.120
C -1.49529 4.44391 -0.54822 -0.613
C -1.23871 -1.32203 2.02424 0.407
C 0.42254 0.53566 -4.09616 -0.645
C -0.72605 -1.72126 3.30377 -0.341
H -2.14895 5.06484 0.07268 0.185
H 5.19623 -3.51924 -3.12534 0.167
H -2.24688 -3.23345 3.46929 0.192
H 0.41942 -2.97032 6.79534 0.197
H -0.01378 3.65507 1.59141 0.215
H -2.71203 1.35412 0.46475 0.238
H -0.82967 2.13014 1.93442 0.251
H -2.07574 -1.95905 1.65766 0.080
H 0.50121 -0.48733 -4.46814 0.198
H -3.48436 2.94188 0.63084 0.182
H 1.60822 -1.65747 -0.63345 0.468
H -3.19801 2.25680 -0.97664 0.217
H -1.71756 3.66400 2.08649 0.179
H 0.98532 -2.74812 -2.63054 0.240
H -0.20020 1.12185 -4.77746 0.191
H -1.89046 4.43704 -1.56393 0.213
H 1.42062 0.96488 -4.05008 0.224
H -0.35773 1.17081 -0.23061 0.257
H -0.50512 4.90382 -0.56559 0.214
H 2.87702 -3.73597 -4.06853 0.209
H 1.65853 -1.14803 5.68326 0.203
```